This record from the Open Molecules 2025 dataset describes 5 unconnected molecules or ions with the total composition C46H106N8O3. The level of theory is wB97M-V/def2-TZVPD.

structure (SMILES): CC[C@H](CN)O[C@](CCN)(N=C(C)C)[C@](CC)(CC(C)C)N(CC)COC(C)=O.CCN(CC)CC.CCN(CC)CC.CCN(CC)CC.CCN(CC)CC
E_tot: -67469.3439 eV
net charge: 0
HOMO level: -7.658 eV

Structure (XYZ):
```
163
Properties=species:S:1:pos:R:3:forces:R:3:mulliken_charge:R:1
C -1.66923 1.61042 0.86741 1.104 0.335 -0.915 -1.03
C -0.40377 0.51825 0.79751 -0.670 0.761 0.446 0.07
C 0.07892 0.26288 -0.78769 -4.004 -0.212 -0.188 -0.28
C -0.45143 -1.21752 -1.36177 0.254 -0.981 1.543 0.18
N -1.70984 -1.11374 -2.19822 0.392 -0.744 0.381 -0.60
O 1.36718 0.68408 -1.14305 -0.022 -1.240 0.272 -0.01
C 2.58463 0.01000 -0.81902 3.219 0.627 -0.036 0.59
C 2.71252 -0.73529 0.61530 -0.880 -0.140 1.681 -0.45
C 1.80658 -2.04989 0.92713 -0.298 -0.718 0.657 0.82
N 2.65733 -2.95421 1.84639 -1.285 0.780 0.455 -0.61
N 3.55530 1.20982 -0.65915 -3.207 1.247 2.649 -0.12
C 3.11915 2.25865 0.01001 1.570 0.133 0.036 0.10
C 3.63377 2.46566 1.59257 1.142 -0.009 -1.197 -0.71
C 2.27370 3.59840 -0.52771 -1.160 -1.039 1.074 -0.40
C 3.30365 -0.78977 -2.12105 0.655 2.697 -0.798 0.28
C 4.93264 -0.60914 -2.19565 0.907 0.348 -1.257 -0.70
C 5.90653 -0.76080 -0.95143 1.769 1.238 0.768 -1.17
C 2.84008 0.19754 -3.39855 0.669 -0.868 -1.390 -2.15
C 1.43961 -0.05765 -4.14019 -1.350 0.573 -2.188 2.06
C 1.72634 -0.27657 -5.77662 0.156 0.332 -0.306 -1.12
C 0.40721 1.26186 -4.12865 1.144 0.681 0.506 -0.70
N 2.98160 -2.22105 -2.27030 0.877 -2.224 -1.284 1.31
C 3.80017 -3.21327 -1.47655 0.925 -1.363 2.567 -0.48
C 3.00205 -4.66898 -1.22230 0.162 -0.002 -0.725 -0.78
C 3.01179 -2.85067 -3.62839 0.432 -0.856 -0.851 -1.12
O 1.64191 -3.42830 -3.84631 1.178 -0.760 -3.965 -0.03
C 1.49738 -3.97908 -5.19309 -6.586 0.919 -2.573 0.54
C 2.62321 -4.74144 -6.10194 1.438 0.419 0.979 -1.07
O 0.26744 -3.84476 -5.76480 7.652 -0.920 3.848 -0.59
H -1.81845 2.02548 1.96415 0.135 -1.028 -2.279 0.38
H -1.32954 2.51228 0.16954 -0.859 -1.675 1.558 0.14
H -2.64329 1.16705 0.38868 1.831 0.805 1.144 0.28
H 0.45772 1.02116 1.44103 -1.654 -1.339 -1.360 -0.10
H -0.82602 -0.45812 1.30019 1.245 1.835 -0.949 0.21
H -0.67739 0.99963 -1.36187 1.996 -1.469 1.019 0.17
H -0.76055 -1.83380 -0.38676 0.634 1.237 -2.149 0.55
H 0.40348 -1.84266 -1.86518 -1.383 1.387 0.832 -0.49
H -1.51672 -0.96940 -3.21269 -0.157 -0.497 1.249 0.28
H -2.34149 -1.95604 -2.04737 1.420 1.523 -0.525 0.29
H 2.39425 0.02195 1.48446 0.743 -1.384 -2.124 -0.39
H 3.83780 -1.02516 0.89067 -2.492 0.700 -1.149 -0.07
H 0.82350 -1.85509 1.55553 1.833 0.273 -1.679 0.28
H 1.48407 -2.68515 -0.00021 0.880 1.373 1.615 -0.85
H 1.99982 -3.71856 2.11902 0.881 0.645 -0.143 0.33
H 2.81239 -2.41732 2.75206 -0.272 -0.814 -1.441 0.16
H 2.83220 2.99496 2.26253 1.649 -0.973 -1.292 0.23
H 4.63024 3.11406 1.48000 -2.221 -1.093 0.525 0.38
H 3.99699 1.42026 2.01064 -0.983 2.223 -0.863 0.05
H 2.97770 4.48987 -0.81788 -1.264 -1.929 0.493 0.38
H 1.49934 3.30027 -1.36693 1.947 0.626 1.469 0.03
H 1.60733 3.92545 0.40677 1.500 -0.457 -1.988 -0.07
H 5.29304 -1.38923 -3.02880 -0.949 1.521 1.716 0.43
H 5.20204 0.44677 -2.69294 -0.778 -2.284 1.278 0.29
H 6.01660 0.29856 -0.41005 -0.420 -2.385 -1.113 0.24
H 5.69966 -1.53174 -0.11538 0.051 1.143 -1.671 0.16
H 7.00820 -0.99131 -1.35262 -2.395 0.370 0.757 0.34
H 3.67801 0.01742 -4.23500 -1.746 0.348 1.833 0.79
H 2.92013 1.33681 -3.15443 -0.043 -2.349 0.114 0.08
H 0.79993 -0.97596 -3.82217 1.552 1.537 -0.226 -0.51
H 0.79643 0.08194 -6.43361 1.998 -1.054 1.521 0.40
H 2.65177 0.37903 -6.12829 -1.921 -1.207 0.837 0.27
H 1.98857 -1.38112 -6.05089 -0.611 1.949 0.500 0.14
H 0.80791 2.03950 -3.32863 -0.994 -1.630 -1.489 -0.03
H 0.47771 1.83187 -5.17306 -0.418 -1.353 2.273 0.42
H -0.69106 0.97670 -3.84302 2.091 0.597 -0.749 0.07
H 4.06547 -2.89579 -0.38007 -0.889 -0.015 -2.214 -0.04
H 4.87500 -3.43758 -1.95289 -2.347 0.478 0.766 0.56
H 3.30658 -5.15870 -0.20114 -0.481 1.226 -1.916 0.33
H 1.81802 -4.51664 -1.23529 2.702 -0.365 -0.145 0.00
H 3.34723 -5.43290 -2.06656 -1.082 1.547 1.696 0.31
H 3.71954 -3.80950 -3.72936 -1.236 2.241 0.724 0.52
H 3.32325 -2.19386 -4.53559 -0.894 -0.613 1.844 0.34
H 3.29193 -5.44963 -5.41194 -1.570 1.441 -1.489 0.27
H 2.18368 -5.34634 -7.00993 0.459 1.448 2.202 0.34
H 3.39368 -3.93935 -6.53521 -1.782 -1.583 0.960 0.28
C -6.80314 0.88796 1.11129 0.124 0.008 0.033 -1.28
C -7.48002 2.21773 1.42967 0.112 -0.108 0.276 -0.34
N -6.95562 2.87790 2.62974 -0.164 0.123 0.242 0.15
C -7.79321 3.98814 3.09304 -0.087 -0.270 0.105 -0.67
C -7.92983 5.19877 2.17677 -0.065 0.361 -0.060 -0.89
C -5.51430 3.13069 2.65188 0.031 -0.369 0.065 -1.15
C -4.92324 3.96993 1.52475 0.244 0.265 -0.131 0.27
H -6.84376 0.20688 1.96822 0.033 0.156 -0.074 0.33
H -7.31391 0.40290 0.27343 0.052 0.101 0.084 0.43
H -5.75711 1.02209 0.82104 -0.069 -0.048 0.041 0.15
H -8.54550 2.00022 1.58493 0.149 0.275 0.152 0.48
H -7.41868 2.86709 0.55101 -0.027 0.047 -0.211 0.26
H -7.43645 4.32771 4.07466 0.141 -0.158 -0.173 0.34
H -8.79939 3.59536 3.28543 0.121 -0.138 -0.112 0.41
H -7.02480 5.80907 2.17617 -0.059 -0.052 -0.097 0.16
H -8.74364 5.83995 2.53358 0.077 -0.078 -0.035 0.39
H -8.16640 4.91896 1.14627 0.054 0.004 0.103 0.27
H -4.99635 2.16407 2.66126 -0.167 0.010 -0.072 0.37
H -5.23808 3.58767 3.61220 -0.319 -0.029 -0.105 0.30
H -5.29725 3.67625 0.54014 0.002 0.010 0.085 0.29
H -3.83504 3.84656 1.50715 -0.059 -0.014 -0.009 -0.09
H -5.11833 5.03475 1.66813 -0.048 -0.076 -0.122 -0.16
C 4.68535 -0.88295 5.00494 0.011 -0.035 0.103 -1.57
C 3.35701 -0.14362 5.13429 -0.048 -0.312 0.124 0.13
N 2.37592 -0.83038 5.98094 -0.302 -0.077 -0.134 0.15
C 1.02328 -0.27724 5.86581 0.054 -0.200 -0.192 -0.39
C 0.80500 1.15624 6.33626 -0.216 0.271 0.125 -1.05
C 2.80688 -1.14967 7.34260 0.220 -0.294 -0.129 -0.74
C 3.26533 0.00162 8.23056 0.018 0.177 0.337 -0.94
H 4.53525 -1.91037 4.65603 -0.013 0.109 0.102 0.33
H 5.32484 -0.37240 4.27792 -0.089 -0.021 0.081 0.43
H 5.22975 -0.91214 5.95319 -0.040 -0.046 -0.097 0.41
H 2.94527 -0.05476 4.11978 -0.236 0.024 0.209 -0.10
H 3.54996 0.87539 5.48335 0.091 0.201 -0.031 0.33
H 0.31651 -0.93239 6.39252 0.275 -0.003 0.025 0.40
H 0.72228 -0.33616 4.81243 0.197 -0.030 -0.009 0.08
H 0.80124 1.22775 7.42548 0.073 0.060 -0.094 0.26
H -0.17303 1.51114 5.99244 0.098 -0.045 0.019 0.44
H 1.55662 1.84538 5.94084 -0.040 -0.086 0.050 0.24
H 3.62562 -1.87679 7.28192 -0.049 0.114 -0.149 0.38
H 2.00648 -1.69579 7.86070 -0.035 0.167 -0.304 0.37
H 3.93798 0.69091 7.71286 -0.069 -0.060 0.003 0.24
H 3.81074 -0.39522 9.09356 -0.047 0.030 -0.093 0.37
H 2.42021 0.56977 8.62478 0.136 0.051 -0.085 0.26
C -0.79926 9.79886 0.70616 -0.091 -0.023 -0.093 -1.42
C -0.68416 8.56520 1.59648 -0.312 0.098 0.043 -0.28
N -1.95910 7.87692 1.82407 -0.097 -0.100 0.293 0.16
C -1.89714 6.88344 2.90017 -0.060 0.308 0.085 -0.84
C -0.99017 5.67568 2.69380 0.095 -0.370 0.067 -0.63
C -2.69107 7.45806 0.62801 -0.098 0.364 -0.050 -0.49
C -1.98086 6.52904 -0.35005 -0.010 -0.288 -0.246 -0.60
H -1.54576 10.50014 1.09446 0.057 -0.163 -0.049 0.33
H 0.16245 10.32027 0.66855 -0.092 -0.102 0.014 0.43
H -1.06758 9.53660 -0.32127 -0.005 0.057 0.087 0.29
H -0.29260 8.90932 2.56339 -0.194 -0.284 -0.018 0.44
H 0.06952 7.89248 1.17592 0.204 -0.055 -0.082 0.21
H -2.91150 6.52788 3.12560 0.063 0.123 -0.229 0.35
H -1.57412 7.39553 3.81510 0.032 0.118 -0.171 0.39
H -1.41994 4.96398 1.98646 0.101 0.039 -0.027 -0.11
H -0.86607 5.14261 3.64309 -0.010 0.059 -0.072 0.47
H 0.00848 5.95671 2.34753 -0.100 0.001 -0.002 0.28
H -2.99589 8.35751 0.07955 0.145 0.003 0.126 0.33
H -3.64214 6.99484 0.92504 0.258 0.061 0.212 0.04
H -0.95351 6.84098 -0.55701 -0.065 -0.003 0.053 0.29
H -2.51588 6.52398 -1.30580 0.050 0.004 0.091 0.43
H -1.96617 5.49801 0.00940 0.116 0.067 -0.041 -0.10
C -3.29550 -9.40215 -4.78442 0.104 -0.066 -0.033 -1.44
C -2.86206 -8.15801 -4.01496 0.127 -0.221 0.139 -0.28
N -1.64569 -8.34741 -3.21775 0.047 0.048 0.302 0.19
C -1.40286 -7.26081 -2.26424 -0.179 -0.155 0.116 -1.08
C -1.12093 -5.87430 -2.83166 0.134 0.267 0.006 -0.17
C -0.46453 -8.81966 -3.94138 -0.176 -0.328 0.002 -0.81
C 0.03249 -7.98096 -5.11341 0.280 0.139 -0.227 -0.53
H -3.40924 -10.26247 -4.11601 0.088 0.134 -0.064 0.32
H -4.26171 -9.22243 -5.26639 0.125 0.025 0.054 0.43
H -2.58271 -9.66348 -5.57185 -0.065 -0.020 0.075 0.29
H -3.68909 -7.90086 -3.33926 0.325 0.088 0.079 0.43
H -2.76072 -7.32392 -4.71601 -0.069 0.129 -0.146 0.25
H -0.57873 -7.54183 -1.59491 -0.048 -0.137 -0.228 0.31
H -2.27854 -7.18499 -1.60765 -0.051 -0.136 -0.163 0.42
H -0.11512 -5.80604 -3.25028 -0.128 0.071 -0.060 -0.18
H -1.18123 -5.12973 -2.02999 0.012 -0.052 -0.058 0.25
H -1.84251 -5.58193 -3.59979 0.123 -0.038 0.044 0.33
H -0.67083 -9.83082 -4.31248 -0.143 0.116 0.042 0.34
H 0.36458 -8.96179 -3.23449 -0.290 0.165 0.083 0.32
H -0.77760 -7.65432 -5.77118 0.055 0.005 0.095 0.25
H 0.72379 -8.57387 -5.72191 -0.060 0.019 0.047 0.42
H 0.58366 -7.10073 -4.77599 -0.152 0.030 -0.095 -0.09
```
Forces are in eV/Å.